Arrangement 1

Formula: C7H14BrN2Si
Source: the OMol25 dataset
Level of theory: wB97M-V/def2-TZVPD

Geometry as ORCA input:
```
! RIJCOSX wB97M-V def2-TZVPD def2/J DEFGRID3
* xyz 1 1
Br -3.26 -0.26 0.07
Si -0.46 -1.02 -0.87
N 0.29 -1.73 0.37
N -1.58 0.38 0.01
C 0.96 -2.94 0.61
C 1.15 1.56 0.07
C 2.43 2.18 0.13
C 0.02 2.22 -0.22
C 0.40 -4.19 -0.23
C -1.26 1.63 -0.02
C -2.32 2.75 0.13
H 3.15 1.36 -0.06
H 2.36 2.87 -0.73
H -0.89 -0.81 -2.17
H 0.96 0.56 0.65
H 0.83 -3.25 1.57
H 1.99 -3.00 0.38
H -0.70 -4.04 -0.23
H 0.83 -4.31 -1.28
H 2.69 2.78 1.03
H -0.04 3.24 -0.26
H -3.20 2.60 -0.63
H -2.76 2.63 1.12
H -2.01 3.87 0.24
H 0.45 -5.09 0.33
*
```

Values from the calculation:
HOMO energy   -0.4755 hartree

Arrangement 2

Formula: C7H14BrN2Si
Source: the OMol25 dataset
Level of theory: wB97M-V/def2-TZVPD

Geometry as ORCA input:
```
! RIJCOSX wB97M-V def2-TZVPD def2/J DEFGRID3
* xyz 1 1
Br 4.44 -0.72 -0.30
Si 0.99 -0.85 1.40
N 1.67 0.60 0.96
N -0.34 -0.66 0.08
C -1.58 -2.69 0.59
C -1.92 0.78 -1.30
C 2.15 2.80 0.11
C 1.29 1.63 0.34
C -0.84 -1.89 -0.52
C -0.10 1.71 -0.08
C -0.79 0.50 -0.36
H 1.56 -2.20 1.06
H -2.35 -1.98 1.09
H 3.17 2.55 -0.17
H -1.65 0.31 -2.32
H -2.12 1.75 -1.39
H 2.14 3.44 0.94
H 0.01 -2.42 -0.90
H -2.88 0.45 -0.99
H 1.70 3.48 -0.67
H -2.14 -3.70 0.29
H 0.40 -0.83 2.74
H -1.47 -1.66 -1.47
H -0.82 -3.02 1.25
H -0.49 2.63 -0.39
*
```

Values from the calculation:
HOMO energy (alpha / beta)   -0.4661 / -0.4411 hartree

List of relative energies, unit hartree: arrangement 1 0.0098; arrangement 2 0.0000

Arrangement 1

Formula: C6H8O2
Source: the OMol25 dataset
Level of theory: wB97M-V/def2-TZVPD

Geometry as ORCA input:
```
! RIJCOSX wB97M-V def2-TZVPD def2/J DEFGRID3
* xyz 0 1
O 0.18 1.24 -1.74
O 0.82 -1.06 -1.84
C 0.75 0.75 -0.53
C 0.43 0.05 0.84
C 0.33 -0.60 -0.56
C -0.97 -0.20 2.99
C 0.32 0.11 -2.62
C -0.88 -0.10 1.61
H -0.82 -0.41 -0.68
H 1.93 0.78 -0.49
H 1.08 0.30 -3.61
H -0.73 -0.24 -3.03
H -1.81 -0.44 3.49
H -1.90 -0.08 1.14
H 1.34 0.27 1.39
H -0.07 -0.38 3.65
*
```

Values from the calculation:
HOMO energy   -0.3504 hartree
SMILES string   C=CC1[C@@H]2OCO[C@@H]12

Arrangement 2

Formula: C6H8O2
Source: the OMol25 dataset
Level of theory: wB97M-V/def2-TZVPD

Geometry as ORCA input:
```
! RIJCOSX wB97M-V def2-TZVPD def2/J DEFGRID3
* xyz 0 1
O 0.59 1.24 -2.73
O -1.06 0.06 0.63
C -0.75 -1.18 -1.28
C 1.20 0.06 -0.06
C 1.15 0.54 -1.95
C -0.85 1.16 1.51
C -0.05 -0.30 -0.24
C 2.02 -0.14 -1.27
H 1.46 0.73 0.71
H -1.56 -1.44 -0.60
H -0.05 1.11 2.30
H -1.76 1.40 1.84
H -1.08 -0.48 -2.03
H 2.89 -0.85 -1.55
H -0.03 -2.05 -1.42
H -0.56 2.05 0.87
*
```

Values from the calculation:
HOMO energy   -0.3139 hartree

Arrangement 3

Formula: C6H8O2
Source: the OMol25 dataset
Level of theory: wB97M-V/def2-TZVPD

Geometry as ORCA input:
```
! RIJCOSX wB97M-V def2-TZVPD def2/J DEFGRID3
* xyz 0 1
O 1.11 -0.61 -0.98
O 0.36 -0.37 1.28
C 1.22 -1.10 0.12
C 0.79 0.76 -0.71
C -2.08 -0.93 -0.21
C 0.62 0.97 0.73
C -1.71 0.40 -0.05
C -0.53 1.18 -0.35
H 2.33 -0.85 0.77
H -0.82 2.16 -0.60
H -2.80 -1.51 0.66
H -1.89 -1.81 -1.25
H -2.21 0.91 0.88
H 1.19 -2.27 0.01
H 1.38 1.74 -1.24
H 1.09 1.80 1.24
*
```

Values from the calculation:
HOMO energy   -0.3268 hartree

List of relative energies, unit hartree: arrangement 1 0.1232; arrangement 2 0.0000; arrangement 3 0.1496

Arrangement 1

Formula: C6H8O2
Source: the OMol25 dataset
Level of theory: wB97M-V/def2-TZVPD

Geometry as ORCA input:
```
! RIJCOSX wB97M-V def2-TZVPD def2/J DEFGRID3
* xyz 0 1
O -0.91 -1.47 0.15
O -2.43 0.62 -0.13
C 1.49 0.81 -0.06
C -1.00 0.61 -0.06
C -0.43 -0.27 1.02
C 1.04 -0.26 0.74
C -0.49 -0.54 -0.95
C 0.99 -0.42 -0.78
H -0.93 -0.91 -1.91
H -2.60 -0.30 0.44
H -0.72 1.65 -0.25
H 1.66 -0.96 1.22
H 2.60 0.92 -0.04
H -0.91 -0.18 2.01
H 1.66 -1.12 -1.25
H 0.96 1.81 -0.15
*
```

Values from the calculation:
HOMO energy   -0.3530 hartree

Arrangement 2

Formula: C6H8O2
Source: the OMol25 dataset
Level of theory: wB97M-V/def2-TZVPD

Geometry as ORCA input:
```
! RIJCOSX wB97M-V def2-TZVPD def2/J DEFGRID3
* xyz 0 1
O 2.09 -0.63 -0.34
O -0.23 0.64 -1.13
C 0.18 0.80 1.26
C 0.15 1.57 -0.18
C -1.58 -1.13 -0.01
C -1.26 0.08 -0.38
C -0.21 -0.59 0.74
C 0.86 -1.04 0.05
H -0.37 1.36 1.98
H -2.48 -0.92 0.72
H 1.18 0.46 1.59
H -1.69 -2.03 -0.58
H -0.44 2.43 -0.27
H -2.06 0.67 -0.12
H 0.89 -2.34 -0.10
H 1.26 2.12 -0.31
*
```

Values from the calculation:
HOMO energy   -0.3223 hartree
SMILES string   O=C[C@@]12CCO[C@H]1C2

Arrangement 3

Formula: C6H8O2
Source: the OMol25 dataset
Level of theory: wB97M-V/def2-TZVPD

Geometry as ORCA input:
```
! RIJCOSX wB97M-V def2-TZVPD def2/J DEFGRID3
* xyz 0 1
O -0.78 0.71 -1.66
O -0.31 -1.99 0.97
C -0.71 0.02 0.60
C 0.19 -1.01 -0.10
C -0.51 -0.83 1.80
C 1.00 0.95 -0.72
C -0.49 1.19 -0.28
C 0.36 -0.18 -1.65
H -0.85 2.13 0.00
H 0.79 -0.44 -2.50
H 1.21 1.81 -1.33
H 1.42 -1.25 0.01
H 0.28 -0.40 2.39
H -1.48 -1.03 2.26
H -1.85 -0.24 0.15
H 1.72 0.54 0.05
*
```

Values from the calculation:
HOMO energy   -0.3283 hartree

Arrangement 4

Formula: C6H8O2
Source: the OMol25 dataset
Level of theory: wB97M-V/def2-TZVPD

Geometry as ORCA input:
```
! RIJCOSX wB97M-V def2-TZVPD def2/J DEFGRID3
* xyz 0 1
O -0.84 1.32 -0.04
O -0.66 -1.01 -0.02
C 1.21 -0.03 0.96
C 0.46 1.13 0.04
C -1.47 -0.06 0.12
C -2.75 -0.13 -0.06
C 0.74 -0.96 -0.09
C 1.09 0.08 -0.97
H 2.40 0.16 0.74
H -2.98 -1.24 0.25
H 0.91 -0.51 2.02
H 1.41 -1.91 -0.31
H -3.22 0.72 -0.03
H 1.02 2.18 0.55
H 2.23 0.16 -1.29
H 0.45 0.10 -1.86
*
```

Values from the calculation:
HOMO energy   -0.3134 hartree

List of relative energies, unit hartree: arrangement 1 0.0000; arrangement 2 0.1760; arrangement 3 0.1457; arrangement 4 0.1046

Arrangement 1

Formula: C6H8O2
Source: the OMol25 dataset
Level of theory: wB97M-V/def2-TZVPD

Geometry as ORCA input:
```
! RIJCOSX wB97M-V def2-TZVPD def2/J DEFGRID3
* xyz 0 1
O 0.42 -0.44 1.13
O -1.25 0.01 -2.15
C 0.06 0.58 0.36
C -0.59 -0.44 -1.27
C 0.84 -1.59 0.36
C -0.87 1.70 0.82
C 0.48 1.94 0.27
C -0.07 -1.72 -0.83
H 0.27 -2.37 -1.58
H -0.90 1.72 1.86
H 1.94 -1.55 -0.05
H -1.75 1.87 0.22
H 1.25 2.49 1.03
H 0.64 -2.38 0.96
H -1.04 -2.19 -0.42
H 0.57 2.37 -0.70
*
```

Values from the calculation:
HOMO energy   -0.3088 hartree

Arrangement 2

Formula: C6H8O2
Source: the OMol25 dataset
Level of theory: wB97M-V/def2-TZVPD

Geometry as ORCA input:
```
! RIJCOSX wB97M-V def2-TZVPD def2/J DEFGRID3
* xyz 0 1
O 0.71 0.69 -0.96
O 0.53 0.53 1.07
C 1.63 -0.46 -0.81
C -1.06 1.76 0.02
C 1.34 -0.68 0.74
C -1.85 -1.55 -0.18
C -0.30 0.58 -0.11
C -0.98 -0.69 -0.21
H -0.50 2.73 0.77
H -2.38 -2.51 0.21
H 0.89 -1.47 -1.20
H 0.65 -1.62 0.93
H -1.29 2.12 -1.13
H 2.26 -0.62 1.62
H -2.29 1.28 0.43
H 2.64 -0.11 -1.20
*
```

Values from the calculation:
HOMO energy   -0.3627 hartree

Arrangement 3

Formula: C6H8O2
Source: the OMol25 dataset
Level of theory: wB97M-V/def2-TZVPD

Geometry as ORCA input:
```
! RIJCOSX wB97M-V def2-TZVPD def2/J DEFGRID3
* xyz 0 1
O -0.37 -1.69 -0.07
O 0.00 -0.40 1.84
C -1.12 -0.65 -0.67
C 0.51 0.14 0.77
C 0.79 -0.97 -0.10
C -0.55 0.82 -0.24
C 1.83 -0.17 0.64
C -1.12 2.00 -0.58
H -2.23 -0.85 -0.44
H -0.92 3.01 -0.26
H -0.05 -1.26 1.80
H -2.13 1.99 -1.04
H 2.58 0.09 -0.09
H 1.04 -0.70 -1.14
H -0.68 -0.70 -1.91
H 2.42 -0.65 1.51
*
```

Values from the calculation:
HOMO energy   -0.3198 hartree

List of relative energies, unit hartree: arrangement 1 0.0000; arrangement 2 0.1417; arrangement 3 0.1589